Molecular formula: C27H30N2O4
Method: DFT, ωB97M-V with the def2-TZVPD basis set

SMILES = COc1ccccc1CN1C[C@@H]2C[C@@H](C3=Cc4cccc(OC)c4OC3)N3CCC[C@@]23C1=O
DFT total energy = -39655.841 eV
frontier orbital gap = 8.85 eV
E_LUMO = 0.7 eV
net charge = 0
energy relative to the best compared isomer or geometry (same formula, charge and spin) = 41.6 kcal per mole

Structure (XYZ):
```
63
Properties=species:S:1:pos:R:3:forces:R:3:lowdin_charge:R:1
C 0.85504 -1.79136 2.27034 0.291 -0.026 -0.007 -0.071
O -0.53256 -1.56944 2.33316 -0.415 -0.011 0.072 -0.089
C -1.38021 -2.60679 2.10381 -0.205 -0.150 -0.038 -0.225
C -0.98878 -3.85624 1.63752 0.285 0.231 0.034 -0.016
C -1.93245 -4.84812 1.42646 -0.161 -0.043 0.007 -0.085
C -3.26975 -4.60773 1.67521 -0.012 -0.178 -0.059 -0.093
C -3.66291 -3.36159 2.13670 0.158 0.068 0.029 -0.041
C -2.73889 -2.35669 2.36050 0.104 0.111 0.025 -0.144
C -3.16267 -1.00038 2.85730 0.144 0.095 0.193 -0.075
N -2.87981 0.03363 1.89092 -0.262 -0.308 -0.086 -0.032
C -3.38809 -0.05312 0.54500 -0.223 -0.081 -0.133 -0.080
C -2.77349 1.13773 -0.20417 0.053 -0.012 -0.034 -0.168
C -1.70573 0.73525 -1.22520 0.161 -0.013 0.191 -0.071
C -0.42161 0.77377 -0.37875 -0.171 -0.149 -0.334 -0.247
C 0.88248 0.74581 -1.10453 0.071 -0.151 -0.011 -0.149
C 1.05841 0.47316 -2.39799 -0.152 0.065 0.417 0.029
C 2.40161 0.36953 -2.94561 0.306 -0.042 -0.011 -0.145
C 2.63391 0.35870 -4.31510 -0.012 0.026 0.132 -0.046
C 3.91662 0.17896 -4.79541 0.024 -0.028 -0.011 -0.086
C 4.95937 -0.00538 -3.91112 -0.054 0.008 0.224 -0.006
C 4.75877 0.00013 -2.52871 0.071 0.013 -0.105 -0.195
O 5.89105 -0.21449 -1.80140 -0.194 -0.050 -0.347 -0.069
C 5.88945 -0.06735 -0.39958 0.115 -0.005 0.464 -0.074
C 3.46343 0.20558 -2.04131 -0.010 0.134 -0.012 -0.131
O 3.20521 0.18692 -0.68776 0.210 -0.299 -0.371 -0.046
C 2.11867 0.99608 -0.28004 -0.217 0.257 0.050 -0.111
N -0.57717 1.93879 0.48276 0.040 -0.091 0.133 -0.017
C -0.25946 3.24491 -0.09480 0.193 0.386 -0.016 -0.151
C -1.55740 4.05905 -0.09531 0.054 -0.124 0.032 -0.143
C -2.35534 3.40418 1.02781 0.087 -0.086 0.048 -0.091
C -1.98503 1.93341 0.87789 -0.205 0.191 0.159 -0.310
C -2.15125 1.12966 2.16855 -0.071 0.231 -0.122 -0.396
O -1.70839 1.42930 3.25411 0.212 0.137 0.278 0.090
H 1.30962 -0.86159 2.60890 0.028 -0.069 -0.027 0.097
H 1.16103 -2.60629 2.93370 -0.019 0.022 -0.039 0.100
H 1.18818 -2.00789 1.24924 -0.025 -0.010 0.027 0.096
H 0.04978 -4.06494 1.43428 0.107 0.014 -0.008 0.104
H -1.61184 -5.81353 1.06427 0.030 -0.076 -0.029 0.104
H -4.00370 -5.38164 1.51169 -0.062 -0.074 -0.018 0.099
H -4.70720 -3.16717 2.33522 -0.109 0.058 0.024 0.112
H -2.59841 -0.72653 3.75425 -0.160 -0.015 -0.039 0.136
H -4.23481 -1.00959 3.09010 0.105 -0.034 0.038 0.133
H -4.48480 0.00007 0.56021 0.067 -0.068 -0.062 0.131
H -3.10629 -1.01283 0.09725 -0.049 0.062 -0.019 0.127
H -3.55438 1.74492 -0.66289 0.023 -0.006 0.042 0.142
H -1.88988 -0.24215 -1.66669 -0.043 -0.049 -0.100 0.121
H -1.64331 1.47635 -2.02375 0.044 0.028 -0.072 0.121
H -0.43871 -0.09176 0.30152 0.029 -0.047 -0.095 0.152
H 0.23408 0.28456 -3.06814 -0.192 -0.003 -0.045 0.119
H 1.80323 0.49108 -4.99184 -0.105 -0.004 -0.065 0.109
H 4.10608 0.17490 -5.85769 0.029 -0.001 -0.095 0.102
H 5.96816 -0.15543 -4.26127 0.129 -0.008 -0.024 0.118
H 5.60495 0.94482 -0.10095 0.010 -0.063 -0.009 0.097
H 5.22293 -0.78451 0.08329 0.100 0.079 -0.024 0.092
H 6.91801 -0.25813 -0.09332 -0.071 0.027 0.005 0.093
H 2.40611 2.05949 -0.34800 -0.010 -0.112 0.051 0.141
H 1.94191 0.75781 0.76956 -0.001 0.058 -0.066 0.128
H 0.48542 3.72378 0.55033 0.004 0.080 -0.162 0.120
H 0.16595 3.14559 -1.09704 0.025 0.029 0.028 0.122
H -2.08246 3.94429 -1.04558 -0.007 0.023 -0.054 0.108
H -1.38082 5.11893 0.07524 -0.019 0.049 -0.057 0.109
H -2.00334 3.74862 2.00109 -0.035 0.009 0.049 0.125
H -3.42854 3.57289 0.95578 -0.041 -0.008 0.050 0.123
```
Positions in Å, forces in eV/Å.